12
Properties=species:S:1:pos:R:3 method="wB97M-V/def2-TZVPD" multiplicity=1 e_homo_ev=-9.9 energy_ev=-13198.8485 smiles="NN(NC=O)[N+](=O)[O-]" de_lowest_kj_mol=123.70 orbital_gap_ev=10.4
C -0.11 1.51 -0.92
H -2.03 -0.98 0.30
N 0.01 -0.33 0.51
O 2.13 0.02 0.15
N 1.24 -0.79 0.27
H -0.10 2.65 -0.87
O 1.36 -1.97 0.21
N -1.06 -1.38 0.63
H -0.80 -2.20 0.02
H -0.45 1.64 1.22
O 0.12 0.81 -1.86
N -0.31 1.03 0.34

12
Properties=species:S:1:pos:R:3 method="wB97M-V/def2-TZVPD" multiplicity=1 e_homo_ev=-10.0 energy_ev=-81311.6464 smiles="O=CO[C@H]1C=NN=C1Br" de_lowest_kj_mol=213.05 orbital_gap_ev=10.0
H -1.61 1.30 -0.19
N 0.14 1.96 0.34
O -1.41 -0.47 1.58
Br 3.00 -0.69 -0.49
C -1.14 -1.33 0.79
C 1.58 0.39 -0.20
N 1.47 1.55 0.27
O -0.32 -1.32 -0.26
C 0.18 -0.08 -0.74
H -1.53 -2.31 0.93
H 0.21 -0.10 -1.79
C -0.58 1.10 -0.23

66
Properties=species:S:1:pos:R:3 method="wB97M-V/def2-TZVPD" s_squared=8.775 multiplicity=6 e_homo_ev="-7.2 / -8.5" energy_ev=-75446.3902 de_lowest_kj_mol=69.14 orbital_gap_ev="7.4 / 7.3"
N 10.32 7.20 15.19
H 13.50 6.71 14.36
H 12.43 8.22 9.94
C 6.22 6.76 9.61
H 12.53 8.68 17.72
H 5.86 4.87 8.54
H 8.15 4.75 19.34
F 9.95 5.21 13.79
C 5.62 6.28 10.93
H 10.44 7.55 7.66
B 10.18 6.60 13.82
H 11.64 10.11 17.03
C 11.93 9.46 14.09
H 12.44 8.91 13.32
C 10.92 7.27 8.60
H 10.76 8.74 17.52
H 6.10 6.84 11.74
H 4.51 6.37 10.97
C 7.75 5.76 17.45
O 9.97 7.70 9.65
C 7.78 9.32 16.47
H 5.90 5.30 11.15
C 8.34 6.30 16.32
C 9.99 5.20 18.29
C 11.05 5.79 8.74
P 8.45 8.15 9.69
H 13.04 7.40 8.45
C 6.13 9.99 14.84
H 12.23 8.97 8.37
H 7.79 6.60 15.34
C 10.60 5.77 17.19
H 5.87 8.27 16.21
H 11.49 5.31 7.90
Si 11.79 8.15 15.41
H 10.92 9.61 13.62
C 9.74 6.40 16.27
H 8.77 12.06 14.65
S 7.90 9.28 8.14
H 13.51 6.19 15.94
F 11.22 7.11 13.02
C 5.72 5.99 8.41
C 12.22 7.98 8.86
O 7.72 6.75 9.71
C 11.69 8.98 17.05
H 9.51 10.58 16.50
C 8.12 11.28 15.01
C 6.90 11.08 14.45
C 6.49 9.18 15.89
H 10.58 4.67 18.96
C 8.55 5.21 18.47
C 13.35 7.06 15.30
H 11.59 5.76 17.05
H 11.67 5.57 9.60
H 5.94 7.80 9.42
H 8.18 8.71 17.19
H 12.21 10.42 14.56
H 4.69 6.37 8.50
H 6.24 6.44 7.54
S 8.57 7.46 12.90
H 10.01 5.50 8.94
H 6.60 5.82 17.49
C 8.55 10.38 16.03
H 14.23 7.74 15.51
H 5.18 9.88 14.40
Ru 9.06 8.93 14.40
H 6.42 11.72 13.67

13
Properties=species:S:1:pos:R:3 method="wB97M-V/def2-TZVPD" multiplicity=1 e_homo_ev=-9.8 energy_ev=-7797.6415 smiles="C[C@H]1CN=CO1" de_lowest_kj_mol=193.25 orbital_gap_ev=10.9
O -0.71 0.89 -0.90
C -1.70 0.61 0.22
H -2.57 1.25 0.53
C 0.36 -0.03 -0.66
H 1.05 1.46 0.75
C -0.47 -1.23 0.17
H -0.01 -1.87 0.95
H 2.05 -0.03 0.71
N -1.56 -0.50 0.77
C 1.50 0.70 0.10
H -0.92 -1.93 -0.57
H 2.24 1.22 -0.52
H 0.75 -0.53 -1.56

37
Properties=species:S:1:pos:R:3 method="wB97M-V/def2-TZVPD" multiplicity=1 e_homo_ev=-13.2 energy_ev=-72228.3676 total_charge=+1 orbital_gap_ev=7.4
H 3.01 4.47 0.40
H -2.77 -3.12 -1.67
C 2.20 -1.61 -0.17
H 1.66 -2.55 -0.32
H -3.68 -2.93 -0.14
H 0.62 4.20 -0.18
O -1.22 0.95 -1.77
F -3.88 1.80 -0.91
F -4.39 1.54 1.14
C 2.93 1.19 0.11
H 3.66 0.39 0.22
O -1.13 -4.45 -0.54
H 4.36 2.58 0.52
C -3.27 -3.64 -0.86
C 1.63 0.92 -0.22
S -0.96 2.00 -0.83
C -3.47 1.26 0.24
F -2.42 3.19 0.99
F -1.56 1.38 1.73
C 1.15 -0.51 -0.49
H 2.04 -0.92 1.89
F -3.30 -0.05 0.13
C -2.11 1.94 0.65
C 0.79 2.05 -0.33
H 3.68 -1.29 1.41
O -2.68 -5.12 0.80
C 2.57 3.49 0.22
N -2.27 -4.48 -0.14
H -4.05 -4.30 -1.24
Cl -0.32 -0.95 0.41
H 0.97 -0.58 -1.57
C 1.26 3.33 -0.11
N 3.37 2.43 0.30
O -1.21 3.27 -1.43
Cl 3.56 -1.62 -1.32
H 2.58 -2.64 1.76
C 2.65 -1.64 1.32

4
Properties=species:S:1:pos:R:3 method="wB97M-V/def2-TZVPD" multiplicity=1 e_homo_ev="-11.3 / -8.6" energy_ev=-152090.3859 de_lowest_kj_mol=276.37 orbital_gap_ev="9.8 / 4.9"
P 0.50 -0.19 -0.40
F 1.15 -0.74 0.97
Br -3.49 -0.56 0.09
Br 1.84 1.49 -0.66

61
Properties=species:S:1:pos:R:3 method="wB97M-V/def2-TZVPD" s_squared=3.762 multiplicity=4 e_homo_ev="-5.3 / -5.9" energy_ev=-158134.3384 de_lowest_kj_mol=101.59 total_charge=-1 orbital_gap_ev="6.7 / 7.3"
O -1.60 -0.62 1.69
H 0.33 -3.75 5.09
H -1.84 3.28 4.57
C -4.83 1.98 3.65
C 1.27 -4.31 0.09
C -2.59 2.80 3.95
H -5.71 3.96 -1.62
C -3.77 1.39 -0.55
H -4.78 0.28 -3.59
H -1.23 2.40 2.34
H -4.33 3.28 0.29
N 0.37 -0.81 -1.94
O 0.98 0.17 -1.38
C -4.69 0.94 -2.74
Te -0.59 -3.31 0.00
H 2.47 -2.53 0.06
O -0.89 -0.74 -1.95
H 0.94 -3.44 2.73
O -1.48 1.51 0.16
C -3.88 2.64 4.43
C -3.90 0.56 -1.67
I 4.61 -0.44 2.05
C -3.19 1.68 1.91
H 2.49 -7.46 0.32
O -3.22 -1.34 0.32
H 4.60 -3.74 0.27
Se 1.66 -0.41 1.84
C 1.08 -0.32 3.58
C -1.76 -4.05 4.68
C -4.48 1.50 2.40
H 4.62 -6.21 0.40
H -3.38 -0.39 -1.69
C -2.74 -4.09 3.69
H -2.03 -4.17 5.72
H -3.16 -3.92 1.60
I 7.37 -0.46 2.25
C 2.48 -6.38 0.27
C -5.21 3.00 -1.64
C -5.35 2.16 -2.73
C -2.81 1.05 0.58
C -4.42 2.62 -0.56
N 0.73 -0.28 4.68
C 3.68 -5.68 0.31
C -0.09 -3.64 3.00
C -2.24 2.31 2.70
C 2.47 -3.61 0.12
H -5.96 2.45 -3.57
C -2.56 -0.46 0.87
C -0.44 -3.82 4.33
H -4.15 3.00 5.41
H -5.84 1.84 4.02
V -0.27 -0.48 0.17
O 0.98 -1.76 -2.39
H -3.77 -4.25 3.96
H -1.61 2.28 -0.40
C 3.67 -4.29 0.23
C -2.40 -3.92 2.36
H -5.22 0.98 1.79
C 1.28 -5.70 0.16
C -1.07 -3.70 2.02
H 0.35 -6.25 0.13

20
Properties=species:S:1:pos:R:3 method="wB97M-V/def2-TZVPD" multiplicity=1 e_homo_ev=-19.0 energy_ev=-10281.0721 de_lowest_kj_mol=465.64 total_charge=+2 orbital_gap_ev=10.1
H -4.00 0.78 -2.58
N 0.27 -0.69 0.92
H -0.17 -1.64 0.94
C -0.71 1.15 -2.18
C 1.51 -0.32 1.59
N 0.11 -0.60 -0.90
H 1.71 0.71 1.28
N 0.30 0.61 -1.46
H -0.31 1.87 -2.89
H 0.76 0.43 3.55
H -2.88 -0.41 -3.52
H 0.82 -1.37 3.36
H -0.58 -0.08 1.21
H 0.90 -1.14 -1.03
N -1.88 0.80 -2.36
C -2.94 0.43 -2.85
H 2.15 -0.29 3.68
H 1.33 1.04 -1.34
H 2.37 -0.84 1.48
C 1.24 -0.43 3.09

11
Properties=species:S:1:pos:R:3 method="wB97M-V/def2-TZVPD" multiplicity=1 e_homo_ev=-8.7 energy_ev=-24878.2695 smiles="CSC(C)=S" de_lowest_kj_mol=42.34 orbital_gap_ev=8.7
H 2.57 -0.17 -0.03
C 1.82 -0.32 -0.80
H -2.37 -0.81 1.51
H -2.43 0.36 0.12
S -0.28 -0.71 0.59
H 2.16 0.05 -1.76
H -1.81 0.78 1.83
H 1.65 -1.37 -0.90
S 0.01 1.81 -1.05
C 0.53 0.38 -0.53
C -1.86 0.01 1.01

10
Properties=species:S:1:pos:R:3 method="wB97M-V/def2-TZVPD" multiplicity=1 e_homo_ev="-9.8 / -8.7" energy_ev=-227613.0394 de_lowest_kj_mol=267.06 orbital_gap_ev="8.4 / 6.6"
O -1.67 1.15 0.45
Br 2.36 -1.36 1.76
H -0.79 0.93 -2.48
Br -0.04 -2.50 -0.13
H 0.46 0.12 -1.95
Br -0.85 -1.21 2.60
N -0.15 0.81 -1.71
S -0.31 1.16 0.00
C 0.46 -1.46 1.32
O 0.54 2.36 0.15